Formula: C8H16N
Source: OMol25
Level of theory: the ωB97M-V functional and the def2-TZVPD basis

Last column: Löwdin charge in e.
Atoms and positions in Å:
C1 -0.6945 2.2740 2.9843  -0.094
C2 -1.1995 1.0839 2.1695  -0.262
C3 -0.6008 1.0650 0.7645  -0.188
C4 -1.1002 -0.1289 -0.0595  -0.101
N1 -0.0393 -0.7714 -0.8375  -0.052
C5 0.3394 -1.9833 -0.7275  0.038
C6 1.4270 -2.3407 -1.6649  -0.094
C7 1.3875 -1.1711 -2.6634  -0.112
C8 0.7633 -0.0359 -1.8318  -0.078
H1 0.3635 2.4502 2.7873  0.075
H2 -0.8183 2.1128 4.0498  0.077
H3 -1.2301 3.1766 2.6987  0.080
H4 -0.9708 0.1451 2.6757  0.111
H5 -2.2837 1.1526 2.0728  0.116
H6 -0.8716 1.9921 0.2588  0.124
H7 0.4887 1.0572 0.8315  0.115
H8 -1.5376 -0.8886 0.5849  0.130
H9 -1.8578 0.1872 -0.7739  0.143
H10 -0.1262 -2.6251 0.0079  0.165
H11 1.2632 -3.3257 -2.0903  0.133
H12 2.3664 -2.3408 -1.1048  0.144
H13 2.3889 -0.8656 -2.9428  0.122
H14 0.7932 -1.4184 -3.5373  0.125
H15 0.1915 0.7162 -2.3625  0.142
H16 1.5579 0.4828 -1.2896  0.140

Results
charge	+1
Kohn-Sham gap	10.9	eV
E_LUMO	-4.0	eV
structure (SMILES)	CCCC[N+]1=CCCC1
multiplicity	1
M	126.22	g mol⁻¹